Entry 1:
Density functional theory data (ωB97M-V/def2-TZVPD) for an isolated molecule of C11H18N2O.

```
32
Properties=species:S:1:pos:R:3
O 1.275 -0.871 1.838
N 0.851 1.074 -1.801
N -0.334 1.085 -2.388
C 1.241 -1.665 3.073
C 0.468 0.978 -4.607
C -0.617 1.131 -3.805
C 1.046 0.407 -5.597
C 0.305 -1.243 4.245
C -1.822 1.647 -4.205
C 0.870 0.565 -0.462
C 0.187 -0.845 -0.301
C -0.016 -0.829 1.153
C -0.598 0.522 1.503
C 0.264 1.428 0.661
H 0.485 -2.023 5.012
H -0.486 2.158 0.287
H -2.011 1.762 -5.234
H -0.762 -1.561 4.037
H -1.188 1.186 -1.730
H 0.602 -0.216 4.464
H 1.967 0.932 -5.866
H 2.280 -1.486 3.392
H -0.632 0.747 2.593
H -0.564 -1.683 1.643
H 0.879 -2.757 2.888
H -2.486 2.095 -3.435
H 0.984 -0.615 -5.994
H -1.540 0.532 1.127
H 0.929 -1.689 -0.614
H 1.933 0.573 -0.173
H 1.108 1.835 1.345
H -0.798 -0.903 -0.820
```

E_HOMO (spin up / spin down)	-7.80 / -6.91	eV
energy above the lowest of the compared OMol25 structures with the same formula, charge and spin	7.5831	eV

List of natural (NBO) charges in e, atom by atom: -0.573, -0.196, -0.388, -0.062, 0.139, 0.014, -0.482, -0.666, -0.389, -0.116, -0.444, 0.092, -0.419, -0.424, 0.222, 0.206, 0.211, 0.213, 0.346, 0.221, 0.219, 0.198, 0.219, 0.179, 0.159, 0.196, 0.223, 0.186, 0.241, 0.227, 0.228, 0.217


Entry 2:
Density functional theory data (ωB97M-V/def2-TZVPD) for a cluster of 2 separate species, C4H10N2O2 in total.

```
18
Properties=species:S:1:pos:R:3
O 0.534 -1.913 0.641
O 1.683 0.902 -0.151
N -1.270 0.763 -0.989
N 0.385 -1.720 -1.599
C -1.080 -0.172 -0.181
C 0.073 -1.349 -0.337
C 1.636 1.928 0.817
C -2.098 -0.534 0.844
H 2.594 2.027 1.339
H -0.513 0.971 -1.637
H 1.140 -2.374 -1.748
H 0.036 -1.225 -2.401
H -2.710 0.330 1.092
H -2.730 -1.336 0.461
H -1.589 -0.928 1.724
H 1.449 2.863 0.287
H 0.837 1.754 1.546
H 1.620 0.012 0.292
```

E_HOMO	-9.38	eV
SMILES	[H]/N=C(/C)C(N)=O.CO
energy above the lowest of the compared OMol25 structures with the same formula, charge and spin	2.1408	eV

List of natural (NBO) charges in e, atom by atom: -0.628, -0.746, -0.616, -0.809, 0.257, 0.606, -0.244, -0.684, 0.165, 0.353, 0.408, 0.402, 0.235, 0.234, 0.240, 0.181, 0.166, 0.480


Entry 3:
Density functional theory data (ωB97M-V/def2-TZVPD) for a structure of composition C49H41N7NaO4S.

```
103
Properties=species:S:1:pos:R:3
S 2.341 0.107 -2.281
Na 0.130 -0.373 -0.382
O -5.803 6.658 -0.001
O 0.223 -0.457 -9.870
O -7.616 -3.417 -0.774
O 0.497 0.033 8.877
N -0.315 -1.738 1.432
N 4.807 -0.657 -1.700
N -0.993 0.816 1.154
N -1.838 0.366 -2.327
N 2.276 -0.070 0.753
N -1.576 -1.030 -2.234
N 3.453 -0.405 0.108
C -0.597 0.937 2.426
C 1.279 -0.536 6.740
C -1.812 2.788 1.981
C -7.186 6.506 0.222
C -0.088 -0.156 3.234
C -0.134 -0.517 -8.542
C -0.368 -1.694 -7.845
C -6.265 -3.218 -0.645
C -2.392 1.880 -3.939
C -2.108 -2.338 -0.057
C -2.464 2.087 -0.357
C -1.383 -2.305 3.411
C 0.034 -0.026 4.708
C -1.040 -1.433 -3.456
C -4.727 3.134 -0.098
C -1.754 0.648 -3.692
C -8.035 -4.371 -1.723
C -4.533 -1.972 0.457
C -5.302 -3.910 -1.370
C -1.031 2.223 2.941
C -1.196 -0.400 -4.403
C -1.776 1.900 0.839
C -2.512 1.470 -1.650
C 1.149 -0.560 5.362
C -0.246 0.699 -7.879
C 0.265 -1.677 -10.569
C -0.385 -1.443 2.728
C -2.865 2.326 -2.739
C -0.839 -0.433 -5.812
C -3.546 -2.665 -0.248
C -5.876 -2.246 0.269
C -3.366 3.292 -0.288
C 3.555 -0.337 -1.240
C -1.334 -2.040 -1.269
C -0.958 0.525 5.520
C -5.581 4.230 0.005
C -0.721 -1.641 -6.501
C -1.513 -2.400 1.158
C -0.513 0.594 9.683
C -0.641 -3.030 -1.950
C -0.843 0.571 6.906
C -0.585 0.738 -6.540
C -5.057 5.512 -0.087
C -3.957 -3.622 -1.168
C -3.690 5.687 -0.281
C 0.285 0.040 7.520
C -2.859 4.587 -0.380
C -0.458 -2.686 -3.295
C -2.133 -2.824 2.428
H -6.638 4.063 0.158
H -7.662 -5.371 -1.481
H -3.046 -3.395 2.512
H 2.356 0.767 1.315
H -0.928 -2.566 -5.980
H -1.795 4.723 -0.531
H -1.462 0.062 9.567
H -0.290 -2.659 -8.327
H -7.668 5.964 -0.598
H -0.394 -3.972 -1.482
H -0.631 1.695 -6.036
H -4.228 -1.201 1.156
H -1.564 -2.335 4.475
H -3.301 6.695 -0.352
H 1.931 -1.007 4.760
H -9.122 -4.378 -1.689
H -0.824 2.625 3.921
H -1.858 0.909 5.058
H 5.366 -1.295 -1.156
H -0.700 -2.194 -10.535
H 4.286 -0.573 0.651
H -7.386 5.981 1.160
H 4.841 -0.796 -2.696
H -1.645 1.003 7.487
H -2.515 2.347 -4.901
H 1.036 -2.345 -10.172
H -3.363 3.269 -2.602
H 1.896 -0.839 1.299
H -5.133 2.131 -0.030
H 2.149 -0.954 7.231
H -0.174 0.497 10.712
H -6.641 -1.704 0.810
H -3.208 -4.145 -1.751
H -0.047 1.610 -8.430
H 0.059 -3.253 -4.050
H -7.600 7.510 0.278
H -5.578 -4.663 -2.094
H 0.502 -1.432 -11.602
H -7.708 -4.104 -2.732
H -2.345 3.722 2.059
H -0.670 1.652 9.454
```

E_HOMO	-2.61	eV
net charge	-1

Löwdin population analysis, charges in e, atoms 1 to 99: 0.694, 0.210, -0.096, -0.101, -0.096, -0.099, 0.073, 0.054, 0.075, 0.104, 0.034, 0.088, -0.093, -0.247, -0.017, -0.023, -0.106, -0.120, -0.294, -0.031, -0.287, -0.028, -0.102, -0.064, 0.007, -0.211, -0.188, -0.011, -0.178, -0.107, -0.019, -0.022, -0.041, -0.085, -0.255, -0.089, -0.029, -0.014, -0.113, -0.282, -0.043, -0.161, -0.174, -0.005, -0.258, -0.899, -0.234, -0.037, -0.017, -0.021, -0.236, -0.110, -0.059, -0.024, -0.020, -0.287, -0.006, -0.004, -0.293, -0.041, -0.048, -0.011, 0.096, 0.090, 0.103, 0.106, 0.101, 0.130, 0.091, 0.095, 0.092, 0.115, 0.104, 0.123, 0.102, 0.114, 0.107, 0.086, 0.089, 0.114, 0.089, 0.091, 0.140, 0.092, 0.075, 0.096, 0.092, 0.090, 0.106, 0.076, 0.124, 0.110, 0.086, 0.114, 0.115, 0.113, 0.084, 0.086, 0.096


Entry 4:
Density functional theory data (ωB97M-V/def2-TZVPD) for an isolated molecule of C15H17NO4S.

```
38
Properties=species:S:1:pos:R:3
S 0.947 0.915 -0.728
O -2.365 4.747 -2.029
O 1.628 0.891 -1.991
O 2.658 -3.705 2.506
O 0.981 2.118 0.042
N -0.671 0.449 -0.949
C -3.431 2.802 -3.040
C -1.556 2.620 -1.536
C 2.243 -2.610 1.837
C -3.246 5.605 -2.712
C -2.527 0.639 -2.489
C 2.133 -1.531 -0.316
C 2.444 -3.796 3.905
C 2.516 -2.601 0.463
C -1.574 1.242 -1.668
C 1.477 -0.462 0.270
C 3.026 -5.120 4.372
C -2.479 3.406 -2.225
C -3.444 1.422 -3.158
C 1.203 -0.452 1.622
C 1.583 -1.522 2.413
H 2.881 -5.230 5.443
H 0.702 0.405 2.042
H -0.823 3.099 -0.911
H -4.158 3.384 -3.583
H -0.699 -0.519 -1.238
H -4.183 0.953 -3.793
H 2.345 -1.496 -1.373
H 4.088 -5.157 4.149
H 2.940 -2.960 4.416
H -2.544 -0.436 -2.594
H 1.368 -3.755 4.123
H 2.536 -5.943 3.859
H -2.962 6.614 -2.417
H 3.032 -3.448 0.041
H 1.366 -1.501 3.469
H -4.288 5.426 -2.424
H -3.147 5.505 -3.797
```

E_HOMO	-8.33	eV
SMILES	CCOc1ccc(S(=O)(=O)Nc2cccc(OC)c2)cc1
energy above the lowest of the compared OMol25 structures with the same formula, charge and spin	2.7443	eV

List of natural (NBO) charges in e, atom by atom: 2.311, -0.490, -0.930, -0.489, -0.930, -0.835, -0.338, -0.269, 0.329, -0.252, -0.276, -0.158, -0.065, -0.261, 0.151, -0.391, -0.618, 0.327, -0.168, -0.150, -0.270, 0.216, 0.241, 0.248, 0.219, 0.399, 0.214, 0.244, 0.216, 0.176, 0.205, 0.175, 0.216, 0.201, 0.231, 0.220, 0.175, 0.176


Looking at maximum force for the records above, in order, we have 0.0815, 0.0540, 0.0117, 0.0179 Eh/bohr.